[1]
{
  "formula": "C5H3ClF5N",
  "method": "ωB97M-V with the def2-TZVPD basis set",
  "elements": ["C", "C", "C", "C", "C", "N", "F", "F", "F", "F", "F", "Cl", "H", "H", "H"],
  "coordinates": [[-0.613494, 0.375325, 1.271262], [-0.864301, 1.309119, 0.354037], [0.138327, -0.878730, 1.109462], [0.947465, -0.718008, -0.140870], [0.182197, -0.013930, -1.286947], [-0.315312, 1.226012, -0.898040], [0.969639, -1.151667, 2.135151], [2.096262, -0.079585, 0.067405], [1.244128, -1.972966, -0.618224], [1.023362, 0.131760, -2.311283], [-0.846569, 1.990174, -1.896774], [-1.117502, -1.225986, -1.885253], [-1.159218, 0.511735, 2.184112], [-1.263766, 2.244862, 0.769972], [-0.421220, -1.748115, 1.145989]],
  "atomic_forces_ev_per_a": [[-1.281, 0.224, 0.717], [0.212, 0.402, 1.361], [0.290, 1.419, -0.443], [-0.178, -1.790, -0.977], [-0.497, -0.828, -1.184], [0.989, 0.186, 0.351], [1.554, 0.518, 1.586], [0.155, 0.335, 0.153], [0.446, 0.514, 0.119], [0.209, 0.108, -0.386], [-0.389, -0.165, -0.046], [0.329, 0.880, 0.395], [0.266, 0.122, 0.589], [-0.244, -0.370, -1.135], [-1.861, -1.554, -1.101]],
  "smiles": "F[C@H]1C=CN(F)[C@](F)(Cl)C1(F)F",
  "homo_lumo_gap_ev": 10.15,
  "homo_energy_ev": -9.786,
  "lumo_ha": 0.013,
  "total_energy_ev": -32830.4103
}

***

[2]
{
  "formula": "CH2N2O",
  "method": "ωB97M-V with the def2-TZVPD basis set",
  "elements": ["C", "H", "H", "N", "N", "O"],
  "coordinates": [[-0.774663, 0.459360, -0.474483], [-1.171339, -0.624858, -0.335757], [-0.305510, 0.996644, 0.363931], [1.348822, -1.077724, 1.298029], [2.119154, -0.871945, 0.530617], [-1.216463, 1.118523, -1.382337]],
  "atomic_forces_ev_per_a": [[-2.559, -0.157, 0.151], [1.198, 1.172, -0.139], [0.616, -0.505, 0.034], [1.847, 0.448, -1.776], [-1.763, -0.508, 1.813], [0.663, -0.449, -0.083]],
  "smiles": "C=O.N#N",
  "homo_lumo_gap_ev": 10.92,
  "homo_energy_ev": -10.254,
  "lumo_ha": 0.024,
  "total_energy_ev": -6096.7955
}

***

[3]
{
  "formula": "C43H40BrN5O3PSTi",
  "method": "ωB97M-V with the def2-TZVPD basis set",
  "elements": ["Ti", "C", "C", "C", "C", "C", "O", "C", "N", "C", "C", "C", "C", "C", "C", "P", "C", "C", "C", "C", "C", "C", "C", "C", "C", "C", "C", "C", "H", "H", "H", "H", "H", "H", "H", "H", "H", "H", "H", "H", "H", "H", "H", "H", "H", "H", "H", "H", "H", "H", "H", "H", "O", "C", "O", "C", "C", "C", "C", "C", "N", "H", "H", "H", "H", "C", "C", "C", "C", "C", "Br", "N", "C", "H", "H", "H", "H", "H", "H", "N", "C", "N", "C", "C", "C", "C", "C", "C", "S", "H", "H", "H", "H", "H", "H"],
  "coordinates": [[-0.240155, -0.187900, 0.202316], [-1.305393, 3.989524, 2.310329], [-0.079690, 3.873574, 1.400211], [-0.324635, 4.300612, -0.044339], [0.637821, 2.496780, 1.573627], [2.091390, 2.687295, 1.963607], [2.726170, 2.757808, 0.658137], [1.987658, 2.052729, -0.174774], [0.813873, 1.690705, 0.290886], [2.630560, 1.821269, -1.478558], [3.831980, 2.490465, -1.726030], [4.489572, 2.329015, -2.935851], [3.969319, 1.483793, -3.902771], [2.778426, 0.806577, -3.664174], [2.095785, 0.978341, -2.467304], [0.508541, 0.150454, -2.234753], [0.585949, -1.378470, -3.182664], [0.027264, -1.470650, -4.457021], [0.172309, -2.640035, -5.190952], [0.879260, -3.711675, -4.665804], [1.452055, -3.618313, -3.401828], [1.305228, -2.457950, -2.661080], [-0.722824, 1.251666, -2.959088], [-1.984694, 0.776350, -3.333595], [-2.908553, 1.645835, -3.888169], [-2.593458, 2.989164, -4.059250], [-1.343999, 3.464519, -3.685925], [-0.405929, 2.599424, -3.142141], [-1.795486, 4.951434, 2.160043], [-1.000784, 3.943338, 3.358335], [-2.045578, 3.211787, 2.144217], [0.626234, 4.603602, 1.803019], [-1.008015, 3.643986, -0.584255], [0.609214, 4.352519, -0.610517], [-0.753217, 5.302261, -0.051155], [0.108948, 1.901532, 2.313243], [2.531870, 1.844998, 2.498106], [2.300908, 3.609216, 2.493967], [4.250837, 3.145126, -0.976277], [5.413432, 2.862281, -3.116014], [4.484699, 1.348163, -4.844506], [2.377532, 0.143721, -4.420513], [-0.511112, -0.636178, -4.886794], [-0.263133, -2.707956, -6.179154], [0.994238, -4.618462, -5.245354], [2.021106, -4.448050, -3.001913], [1.765221, -2.392626, -1.682991], [-2.249995, -0.264048, -3.204336], [-3.876600, 1.270859, -4.193802], [-3.318381, 3.662614, -4.497819], [-1.090734, 4.506056, -3.835211], [0.574200, 2.980225, -2.885582], [-3.041532, -2.389873, -1.516065], [-1.989366, -2.138626, -1.023791], [-1.455897, -0.907245, -0.983155], [-1.079998, -3.098431, -0.344895], [-1.295466, -4.455605, -0.404736], [-0.426249, -5.289088, 0.285010], [0.589703, -4.705011, 1.024447], [0.719481, -3.326486, 1.042651], [-0.086457, -2.508460, 0.350394], [-2.130575, -4.827749, -0.983266], [-0.547461, -6.364028, 0.257554], [1.283124, -5.305386, 1.597596], [1.494657, -2.885947, 1.647249], [-3.749473, -2.816393, 3.820632], [-3.505090, -1.653269, 2.905566], [-4.529207, -0.772162, 2.545362], [-4.287741, 0.279175, 1.676745], [-3.005326, 0.414419, 1.196338], [-2.514200, 1.724388, -0.067457], [-1.996969, -0.384613, 1.533840], [-2.253107, -1.411824, 2.372518], [-4.389033, -2.526918, 4.653318], [-2.818805, -3.213693, 4.222887], [-4.259177, -3.618718, 3.283691], [-5.526432, -0.914465, 2.944953], [-5.067300, 0.964469, 1.375184], [-1.410165, -2.034619, 2.638687], [2.924438, -0.967214, 0.243382], [2.454387, -0.853318, 1.504032], [1.216973, -0.504558, 1.822973], [1.077937, -0.463202, 3.241168], [-0.004453, 0.005322, 3.985827], [0.055716, -0.036880, 5.367540], [1.179612, -0.526868, 6.032527], [2.279201, -0.953197, 5.314044], [2.210904, -0.902208, 3.928207], [3.496754, -1.267941, 2.812385], [2.574134, -0.394592, -0.506108], [3.883476, -1.254784, 0.122635], [-0.880699, 0.418946, 3.511875], [-0.784707, 0.329698, 5.942363], [1.201501, -0.550037, 7.113357], [3.173651, -1.300315, 5.814758]],
  "atomic_forces_ev_per_a": [[0.320, -0.275, 0.217], [0.097, 0.043, 0.065], [0.026, 0.055, -0.022], [-0.019, -0.004, -0.025], [0.028, 0.002, -0.070], [-0.063, -0.050, 0.046], [-0.017, -0.032, 0.036], [-0.020, 0.148, 0.050], [-0.068, 0.024, -0.136], [0.007, -0.021, -0.043], [0.030, 0.001, 0.018], [0.008, -0.001, -0.019], [-0.007, 0.003, 0.012], [0.003, -0.011, -0.024], [-0.039, 0.003, 0.067], [0.041, -0.006, -0.003], [0.016, -0.005, 0.042], [-0.034, 0.031, -0.025], [0.003, -0.016, -0.012], [-0.002, -0.003, 0.001], [0.009, -0.006, 0.003], [-0.016, -0.020, -0.048], [0.037, 0.007, -0.017], [-0.021, 0.019, -0.018], [-0.011, -0.026, -0.002], [0.011, 0.011, -0.001], [-0.007, 0.012, -0.010], [-0.028, -0.003, -0.023], [0.014, -0.010, 0.011], [-0.027, -0.015, -0.007], [-0.044, -0.052, -0.038], [0.028, 0.030, -0.086], [0.165, 0.173, 0.009], [-0.030, -0.002, -0.009], [-0.008, 0.001, -0.003], [-0.046, -0.094, -0.006], [0.017, -0.029, 0.008], [-0.001, 0.027, -0.018], [-0.005, -0.008, 0.000], [-0.013, -0.007, -0.002], [-0.003, 0.001, 0.010], [0.010, 0.008, 0.000], [0.019, -0.022, 0.002], [0.009, 0.002, 0.015], [-0.003, 0.016, 0.009], [-0.014, 0.015, -0.006], [0.015, -0.001, 0.045], [-0.007, 0.022, 0.001], [0.013, 0.009, 0.005], [0.008, -0.010, 0.008], [-0.003, -0.015, 0.002], [-0.007, 0.001, 0.006], [-0.043, -0.001, -0.082], [0.037, -0.115, -0.017], [-0.163, 0.192, -0.078], [0.045, 0.096, 0.042], [-0.008, -0.050, 0.003], [0.002, 0.010, 0.005], [-0.002, -0.021, 0.005], [0.023, 0.003, 0.025], [-0.068, 0.033, -0.072], [0.001, 0.005, 0.003], [0.004, 0.006, -0.001], [-0.008, 0.008, -0.009], [-0.020, -0.001, -0.019], [-0.014, -0.005, -0.016], [-0.014, 0.001, 0.013], [-0.007, 0.000, -0.002], [-0.058, 0.015, 0.015], [0.035, -0.021, -0.053], [-0.141, -0.160, 0.122], [-0.074, -0.083, 0.089], [-0.023, 0.079, 0.035], [0.011, 0.004, 0.003], [-0.001, 0.005, -0.007], [0.000, 0.012, 0.007], [0.006, 0.001, -0.005], [0.001, -0.010, 0.003], [0.022, -0.025, -0.012], [-0.021, -0.131, 0.036], [0.057, 0.029, 0.150], [0.101, 0.122, -0.050], [-0.043, -0.015, 0.001], [-0.029, 0.030, -0.036], [0.014, 0.003, 0.027], [-0.012, 0.012, -0.003], [0.033, -0.018, 0.021], [0.006, -0.017, -0.057], [-0.018, 0.021, 0.010], [-0.064, 0.099, -0.074], [0.058, -0.017, -0.018], [-0.001, -0.013, 0.001], [0.014, -0.004, -0.010], [0.002, -0.001, -0.011], [-0.015, 0.005, -0.004]],
  "homo_lumo_gap_ev": 6.43,
  "homo_energy_ev": -16.434,
  "lumo_ha": -0.367,
  "total_charge": 3,
  "total_energy_ev": -172095.5438
}

***

[4]
{
  "formula": "C32H33ClF3IrN3O7",
  "method": "ωB97M-V with the def2-TZVPD basis set",
  "elements": ["Ir", "C", "N", "C", "C", "C", "N", "C", "C", "C", "C", "C", "C", "C", "O", "C", "C", "C", "N", "C", "C", "C", "C", "C", "C", "C", "O", "H", "H", "H", "H", "H", "H", "H", "H", "H", "H", "H", "H", "H", "H", "H", "H", "H", "H", "H", "H", "H", "H", "H", "H", "H", "C", "C", "C", "C", "Cl", "C", "C", "C", "O", "C", "C", "O", "O", "H", "H", "H", "H", "H", "H", "H", "H", "F", "C", "F", "F", "C", "O", "O"],
  "coordinates": [[-0.169986, -0.167267, 0.005965], [0.113403, 1.900327, 2.385316], [0.124114, 1.866548, 0.897092], [1.462592, 2.391865, 0.466354], [2.668343, 1.587350, 0.962057], [2.743954, 0.106405, 0.578415], [1.559527, -0.599522, 1.054580], [1.641035, -1.542410, 1.910788], [0.499391, -2.153464, 2.546911], [0.664672, -3.305816, 3.323805], [-0.390963, -3.833648, 4.032716], [-1.626780, -3.181980, 3.993346], [-1.810541, -2.037855, 3.244427], [-0.753423, -1.514571, 2.493281], [-0.945359, -0.380734, 1.831005], [-0.945451, 2.824337, 0.483778], [-1.414773, 2.720338, -0.953267], [-2.380875, 1.555403, -1.143215], [-1.662253, 0.302780, -1.315132], [-2.017811, -0.479378, -2.264659], [-1.468045, -1.755581, -2.621530], [-2.123246, -2.448932, -3.650430], [-1.661577, -3.658449, -4.112244], [-0.496146, -4.187360, -3.549806], [0.173782, -3.522998, -2.547434], [-0.295450, -2.294486, -2.056629], [0.427028, -1.713582, -1.116796], [0.390383, 2.911053, 2.699963], [0.815428, 1.185168, 2.796932], [-0.874159, 1.656889, 2.755167], [1.540524, 3.406266, 0.870727], [1.473951, 2.450229, -0.613545], [2.754934, 1.672313, 2.047502], [3.550762, 2.079770, 0.547015], [3.635935, -0.337715, 1.027647], [2.792105, -0.008751, -0.500759], [2.632626, -1.859821, 2.237975], [1.640123, -3.777782, 3.361688], [-0.263375, -4.731864, 4.620504], [-2.460643, -3.584714, 4.555032], [-2.767370, -1.535120, 3.190949], [-0.587718, 3.832863, 0.716091], [-1.797649, 2.620724, 1.133094], [-0.573248, 2.618680, -1.639433], [-1.924784, 3.651181, -1.207171], [-3.019490, 1.723161, -2.012738], [-3.023620, 1.434339, -0.266372], [-2.842410, -0.140697, -2.890509], [-3.016678, -2.007088, -4.077543], [-2.180351, -4.181549, -4.904072], [-0.110437, -5.134973, -3.905896], [1.076148, -3.926997, -2.108016], [-4.854152, -5.036806, -2.348933], [-5.256446, -3.601643, -2.537246], [-5.592437, -3.125279, -3.801411], [-5.951059, -1.802029, -3.982216], [-6.349854, -1.236400, -5.581382], [-6.001028, -0.920858, -2.914466], [-5.673359, -1.384832, -1.650119], [-5.299514, -2.709354, -1.465367], [-5.019219, -3.150310, -0.191536], [-3.633424, -3.269115, 0.076094], [-2.930252, -1.919191, 0.285395], [-3.561435, -0.907870, 0.565288], [-1.662472, -2.051541, 0.145317], [-5.382432, -5.677852, -3.054414], [-5.073803, -5.372922, -1.337010], [-3.782558, -5.163430, -2.523402], [-5.574049, -3.795440, -4.651864], [-6.298468, 0.107087, -3.071976], [-5.683354, -0.735758, -0.786130], [-3.115630, -3.806579, -0.723011], [-3.536131, -3.845916, 0.997526], [2.701467, 1.068095, -4.605140], [2.476305, 1.208049, -3.306410], [2.514461, 2.529430, -3.019692], [3.506985, 0.638708, -2.646031], [1.117491, 0.598485, -2.855035], [0.382572, 0.133435, -3.691133], [0.985348, 0.743455, -1.587625]],
  "atomic_forces_ev_per_a": [[1.277, 1.004, -1.068], [0.018, 0.026, 0.002], [-0.241, -0.070, 0.114], [0.000, -0.012, 0.038], [0.001, -0.011, -0.025], [-0.009, 0.037, 0.085], [-0.040, -0.183, -0.328], [-0.074, 0.049, 0.192], [0.041, -0.032, -0.056], [-0.009, -0.026, 0.018], [0.032, -0.012, -0.009], [-0.008, 0.033, -0.033], [-0.007, -0.033, 0.094], [0.047, 0.190, 0.040], [-0.273, -0.342, 0.058], [0.073, 0.029, 0.049], [0.016, -0.071, -0.006], [-0.007, -0.013, -0.059], [-0.434, -0.171, 0.414], [0.007, 0.017, -0.034], [-0.037, -0.064, -0.043], [-0.017, 0.040, 0.042], [0.016, -0.029, -0.003], [-0.022, 0.006, -0.008], [0.012, 0.030, 0.015], [0.000, -0.035, 0.056], [-0.191, -0.252, 0.145], [0.008, -0.004, 0.000], [-0.010, -0.009, -0.006], [-0.006, -0.008, -0.008], [0.012, -0.010, 0.031], [-0.003, 0.091, 0.051], [0.014, 0.016, -0.008], [-0.003, -0.002, -0.014], [-0.001, 0.010, 0.004], [0.051, -0.018, 0.057], [0.002, 0.027, 0.010], [0.001, -0.001, 0.000], [-0.001, 0.000, 0.001], [0.000, 0.000, 0.002], [0.003, 0.005, -0.006], [0.026, -0.001, -0.032], [0.002, 0.043, 0.011], [-0.021, 0.073, -0.039], [-0.039, -0.013, 0.054], [0.029, -0.006, -0.020], [-0.030, 0.024, -0.003], [0.022, 0.011, -0.039], [0.008, -0.007, -0.002], [-0.003, 0.001, 0.002], [0.004, 0.001, 0.003], [-0.005, -0.010, 0.000], [-0.024, -0.011, -0.008], [0.002, -0.001, -0.036], [-0.003, -0.009, 0.002], [0.008, -0.001, 0.019], [-0.001, 0.003, -0.007], [0.007, 0.001, 0.002], [0.017, -0.007, -0.001], [0.012, -0.006, 0.009], [-0.050, 0.011, -0.011], [0.041, -0.011, 0.012], [0.108, -0.032, 0.098], [-0.024, 0.083, -0.125], [-0.260, -0.172, -0.013], [0.005, 0.001, -0.006], [-0.004, -0.001, -0.003], [0.004, 0.002, 0.003], [-0.004, 0.001, -0.001], [0.001, -0.003, 0.001], [0.007, 0.004, 0.008], [-0.001, 0.014, 0.011], [-0.003, 0.002, -0.004], [-0.029, 0.000, 0.015], [0.036, 0.053, 0.026], [-0.005, -0.006, 0.007], [-0.004, 0.002, -0.027], [-0.106, -0.059, -0.253], [0.075, 0.052, 0.058], [-0.035, -0.231, 0.485]],
  "spin_multiplicity": 2,
  "homo_lumo_gap_ev": [7.49, 6.47],
  "homo_energy_ev": [-7.977, -7.841],
  "lumo_ha": [-0.018, -0.050],
  "total_energy_ev": -76036.4849
}